Entry from OMol25: a structure of composition C33H46NP3Pb (ωB97M-V/def2-TZVPD).

Each line ends with the Mulliken charge.
Cartesian coordinates (Å):
P (-1.635, -2.897, -1.039)  0.400
P (-1.422, 1.571, -1.027)  0.754
C (-2.234, -1.198, -1.591)  -0.836
C (-1.247, -0.075, -2.033)  2.047
H (-2.849, -0.775, -0.773)  0.609
H (-2.970, -1.447, -2.396)  0.492
H (-0.174, -0.342, -2.009)  -0.864
H (-1.410, 0.155, -3.101)  -1.623
C (-2.755, 2.317, -2.062)  -1.120
H (-3.481, 2.786, -1.372)  0.413
H (-3.253, 1.516, -2.650)  0.283
H (-2.274, 3.089, -2.709)  0.318
C (-0.071, 2.569, -1.847)  -0.823
H (-0.161, 2.452, -2.941)  -0.150
H (0.918, 2.194, -1.542)  0.211
H (-0.177, 3.642, -1.559)  0.497
C (-2.337, -3.955, -2.432)  -1.157
H (-2.440, -5.011, -2.091)  0.404
H (-1.636, -3.879, -3.293)  0.377
H (-3.332, -3.623, -2.764)  0.428
C (0.060, -3.052, -1.798)  1.454
H (-0.009, -2.396, -2.684)  -1.841
H (0.086, -4.102, -2.143)  0.751
H (1.056, -2.726, -1.359)  -0.622
Pb (2.027, -0.681, -0.435)  1.077
C (1.346, 1.191, -4.696)  -0.204
C (0.014, 1.272, -4.839)  -0.652
C (-0.867, 0.180, -5.427)  -0.978
C (-0.155, -1.183, -5.681)  -1.169
C (0.739, -1.686, -4.618)  -0.332
C (2.059, -1.511, -4.439)  -0.606
C (2.863, -0.741, -5.455)  -0.898
C (2.191, 0.599, -5.780)  -0.986
C (1.552, -2.664, 0.917)  -1.233
H (1.904, 1.762, -3.954)  0.498
H (-0.478, 2.276, -4.806)  0.773
H (-1.331, 0.475, -6.397)  0.449
H (-1.731, 0.009, -4.736)  0.261
H (-0.982, -1.917, -5.688)  0.483
H (0.297, -1.210, -6.673)  0.406
H (0.123, -2.450, -4.141)  1.312
H (2.614, -2.066, -3.681)  0.643
H (2.954, -1.310, -6.402)  0.287
H (3.888, -0.584, -5.089)  0.393
H (2.987, 1.287, -6.070)  0.453
H (1.617, 0.480, -6.706)  0.347
H (1.989, -2.785, 1.920)  0.367
H (1.783, -3.535, 0.270)  0.473
H (0.454, -2.602, 1.062)  0.230
N (0.730, -0.203, 1.372)  -0.080
P (0.426, 0.263, 2.875)  1.033
C (1.704, 1.381, 3.628)  0.449
C (2.749, 0.841, 4.397)  -0.299
C (3.737, 1.662, 4.960)  -0.787
C (3.735, 3.045, 4.705)  -0.427
C (2.738, 3.588, 3.900)  -0.757
C (1.739, 2.760, 3.362)  -0.221
C (-1.095, 1.257, 3.159)  0.348
C (-2.130, 0.866, 4.028)  -0.215
C (-3.102, 1.779, 4.428)  -0.644
C (-3.166, 3.042, 3.828)  -0.526
C (-2.307, 3.326, 2.761)  -1.037
C (-1.323, 2.403, 2.378)  -0.327
C (0.224, -0.846, 4.298)  0.336
C (-0.031, -2.204, 4.112)  -0.586
C (-0.276, -3.040, 5.197)  -0.770
C (-0.263, -2.537, 6.502)  -0.545
C (-0.023, -1.175, 6.705)  -0.837
C (0.195, -0.342, 5.605)  -0.130
H (2.729, -0.224, 4.635)  0.454
H (4.465, 1.225, 5.664)  0.391
H (4.489, 3.692, 5.174)  0.392
H (2.699, 4.673, 3.749)  0.405
H (0.946, 3.230, 2.803)  0.273
H (-2.146, -0.154, 4.429)  0.528
H (-3.798, 1.511, 5.228)  0.418
H (-3.931, 3.762, 4.158)  0.411
H (-2.393, 4.292, 2.254)  0.432
H (-0.735, 2.597, 1.486)  0.591
H (-0.066, -2.602, 3.112)  0.117
H (-0.507, -4.095, 5.049)  0.426
H (-0.455, -3.178, 7.372)  0.403
H (-0.010, -0.735, 7.706)  0.434
H (0.344, 0.723, 5.737)  0.552

Output
Lowest unoccupied orbital energy (alpha / beta)   -7.47 / -9.75 eV
Energy above the lowest of the compared OMol25 structures with the same formula, charge and spin   436.7 kJ/mol
Charge   +2
HOMO energy (alpha / beta)   -13.12 / -13.07 eV
M   756.9 g/mol
Total energy   -69548.054 eV
HOMO-LUMO gap (alpha / beta)   5.6537 / 3.3194 eV



Entry from OMol25: a structure of composition C42H42N7O5PTl (ωB97M-V/def2-TZVPD).

Each line ends with the Mulliken charge.
Cartesian coordinates (Å):
Tl (-1.134, 1.198, 0.716)  1.429
O (-5.187, 0.137, -0.593)  -0.735
C (-4.285, 0.956, -0.451)  -0.097
N (-3.823, 1.466, 0.702)  0.164
C (-4.508, 1.663, 1.819)  -0.096
O (-5.719, 1.803, 1.984)  -0.756
C (-3.601, 1.843, 3.027)  0.511
C (-4.068, 1.509, 4.299)  -0.500
C (-3.259, 1.740, 5.396)  -0.332
C (-2.003, 2.299, 5.199)  -0.753
C (-1.618, 2.578, 3.898)  -0.175
N (-2.388, 2.356, 2.849)  -0.142
C (-3.461, 1.391, -1.640)  0.622
C (-3.587, 0.710, -2.849)  -0.680
C (-2.800, 1.089, -3.923)  -0.411
C (-1.934, 2.162, -3.769)  -0.567
C (-1.881, 2.775, -2.530)  -0.239
N (-2.607, 2.402, -1.489)  -0.293
H (-5.056, 1.084, 4.403)  0.471
H (-3.601, 1.498, 6.395)  0.406
H (-1.341, 2.505, 6.027)  0.414
H (-0.645, 2.995, 3.676)  0.405
H (-4.271, -0.122, -2.906)  0.391
H (-2.852, 0.561, -4.866)  0.438
H (-1.297, 2.494, -4.578)  0.558
H (-1.223, 3.620, -2.362)  0.399
N (-2.196, -0.886, 2.122)  0.324
C (-3.162, -1.718, 1.426)  0.868
C (-3.446, -3.085, 2.091)  -1.207
C (-2.223, -3.881, 2.574)  -0.267
C (-1.543, -4.752, 1.506)  -1.241
N (-0.995, -4.002, 0.396)  -0.158
C (0.062, -3.196, 0.462)  0.700
N (0.253, -2.286, -0.483)  -0.006
N (1.037, -3.397, 1.374)  -0.235
C (-2.755, -1.874, -0.063)  -0.746
O (-3.114, -2.912, -0.655)  -0.920
O (-1.996, -1.009, -0.552)  -0.372
H (-1.321, -1.364, 2.305)  -0.374
H (-2.565, -0.528, 2.993)  0.012
H (-4.099, -1.154, 1.391)  0.390
H (-4.009, -3.683, 1.376)  0.372
H (-4.089, -2.909, 2.955)  0.539
H (-2.547, -4.558, 3.368)  0.461
H (-1.492, -3.200, 3.016)  -0.022
H (-2.290, -5.424, 1.082)  0.468
H (-0.761, -5.367, 1.966)  0.384
H (-1.753, -3.708, -0.264)  0.453
H (-0.599, -1.799, -0.854)  0.527
H (1.016, -1.630, -0.362)  -0.591
H (0.901, -4.043, 2.130)  0.297
H (1.713, -2.663, 1.510)  -0.142
C (3.175, 0.666, 4.251)  -0.570
C (2.925, 1.648, 3.308)  -0.530
C (1.866, 1.502, 2.426)  -0.217
C (1.000, 0.399, 2.436)  0.837
C (1.304, -0.570, 3.398)  -0.469
C (2.363, -0.454, 4.291)  -0.778
H (3.999, 0.773, 4.949)  0.336
H (3.559, 2.531, 3.268)  0.370
H (1.703, 2.293, 1.700)  -0.004
H (0.675, -1.460, 3.483)  -0.099
H (2.559, -1.230, 5.028)  0.366
O (0.821, 0.599, -1.131)  0.671
P (1.996, 0.678, -2.013)  0.966
C (3.150, -0.671, -1.640)  0.264
C (3.828, -1.429, -2.592)  -0.478
C (4.627, -2.481, -2.188)  -0.560
C (4.759, -2.784, -0.839)  -0.677
C (4.091, -2.022, 0.114)  -0.265
C (3.293, -0.970, -0.282)  -1.227
C (2.872, 2.253, -1.824)  0.174
C (2.232, 3.229, -1.065)  -0.236
C (2.851, 4.443, -0.840)  -0.877
C (4.111, 4.685, -1.368)  -0.508
C (4.755, 3.708, -2.117)  -0.651
C (4.143, 2.490, -2.342)  -0.521
C (1.463, 0.493, -3.745)  0.193
C (1.521, 1.504, -4.690)  -0.559
C (0.876, 1.342, -5.906)  -0.747
C (0.169, 0.180, -6.170)  -0.318
C (0.105, -0.828, -5.220)  -0.877
C (0.744, -0.667, -4.007)  -0.367
H (3.710, -1.198, -3.641)  0.422
H (5.148, -3.076, -2.926)  0.416
H (5.383, -3.611, -0.532)  0.397
H (4.204, -2.255, 1.164)  0.521
H (2.768, -0.358, 0.442)  0.659
H (1.252, 3.011, -0.665)  0.438
H (2.357, 5.205, -0.254)  0.462
H (4.596, 5.635, -1.196)  0.382
H (5.738, 3.904, -2.524)  0.403
H (4.635, 1.717, -2.915)  0.413
H (2.050, 2.421, -4.470)  0.377
H (0.900, 2.136, -6.639)  0.389
H (-0.351, 0.069, -7.110)  0.400
H (-0.472, -1.721, -5.414)  0.402
H (0.670, -1.421, -3.236)  0.333

Output
Lowest unoccupied orbital energy   2.18 eV
Charge   -1
HOMO energy   -3.02 eV
M   960.2 g/mol
Total energy   -78889.687 eV
HOMO-LUMO gap   5.1906 eV



Entry from OMol25: a structure of composition C27H24BaClN4O4S2 (ωB97M-V/def2-TZVPD).

Each line ends with the Mulliken charge.
Cartesian coordinates (Å):
Ba (-0.554, 0.260, 0.506)  1.424
C (3.296, 0.207, -1.263)  -1.050
N (2.821, -0.318, 0.017)  0.856
C (3.082, -1.746, 0.139)  0.863
C (2.161, -2.591, -0.725)  -1.439
N (0.816, -2.766, -0.191)  0.624
C (-0.012, -3.440, -1.196)  -1.145
C (0.723, -3.429, 1.086)  -0.195
C (1.760, -4.249, 1.539)  -0.363
C (1.698, -4.896, 2.764)  -0.882
C (0.570, -4.727, 3.556)  -0.569
C (-0.475, -3.937, 3.106)  -0.652
C (-0.450, -3.276, 1.865)  0.518
S (-1.868, -2.365, 1.346)  -0.345
C (3.320, 0.471, 1.116)  -0.184
C (4.366, -0.003, 1.908)  -0.290
C (4.826, 0.707, 3.006)  -0.725
C (4.239, 1.926, 3.312)  -0.599
C (3.228, 2.426, 2.505)  -0.830
C (2.751, 1.738, 1.378)  0.548
S (1.505, 2.474, 0.373)  -0.427
H (4.375, 0.021, -1.383)  0.376
H (3.101, 1.275, -1.307)  0.323
H (2.769, -0.263, -2.096)  0.268
H (2.948, -2.025, 1.183)  -0.995
H (4.121, -1.993, -0.136)  0.220
H (2.646, -3.559, -0.925)  0.302
H (2.044, -2.115, -1.699)  0.617
H (0.421, -4.412, -1.475)  0.353
H (-0.075, -2.822, -2.096)  0.346
H (-1.016, -3.587, -0.805)  0.362
H (2.644, -4.385, 0.926)  0.249
H (2.526, -5.513, 3.094)  0.370
H (0.509, -5.203, 4.528)  0.399
H (-1.362, -3.807, 3.715)  0.413
H (4.822, -0.959, 1.681)  0.259
H (5.623, 0.301, 3.620)  0.382
H (4.567, 2.489, 4.179)  0.384
H (2.769, 3.380, 2.733)  0.404
O (-4.104, 2.988, 5.318)  -0.556
C (-3.249, 2.283, 6.031)  0.434
O (-3.371, 2.178, 7.228)  -0.610
C (-2.108, 1.608, 5.313)  -0.595
C (-1.117, 0.907, 5.964)  0.623
Cl (-1.007, 0.581, 7.632)  -0.168
N (-0.250, 0.416, 5.040)  0.655
N (-0.633, 0.760, 3.801)  -0.440
C (-1.737, 1.474, 3.938)  0.130
C (-2.387, 1.988, 2.681)  0.812
O (-3.336, 2.765, 2.755)  -0.865
O (-1.885, 1.557, 1.584)  -0.701
C (0.961, -0.358, 5.168)  0.346
C (1.357, -1.119, 4.075)  -0.021
C (2.506, -1.883, 4.145)  -0.018
C (3.282, -1.892, 5.294)  -1.115
C (2.895, -1.116, 6.374)  -0.902
C (1.740, -0.348, 6.319)  -0.520
H (-3.892, 2.954, 4.334)  0.495
H (0.748, -1.137, 3.185)  0.200
H (2.787, -2.488, 3.294)  0.419
H (4.182, -2.494, 5.343)  0.462
H (3.495, -1.094, 7.276)  0.339
H (1.480, 0.265, 7.163)  0.424

Output
Lowest unoccupied orbital energy   1.91 eV
Energy above the lowest of the compared OMol25 structures with the same formula, charge and spin   96.7 kJ/mol
Charge   -1
HOMO energy   -4.49 eV
M   705.4 g/mol
Total energy   -77431.337 eV
HOMO-LUMO gap   6.3989 eV



Entry from OMol25: a cluster of 9 separate species, H18O9 in total (ωB97M-V/def2-TZVPD).

Each line ends with the natural charge from an NBO analysis.
Cartesian coordinates (Å):
O (-1.143, -3.434, 1.891)  -0.922
H (-0.930, -2.495, 1.769)  0.461
H (-0.316, -3.609, 2.363)  0.460
O (-3.191, 2.405, -1.341)  -0.960
H (-3.753, 1.652, -1.640)  0.484
H (-3.613, 2.805, -0.591)  0.479
O (0.662, -0.881, 3.439)  -0.972
H (-0.169, -0.379, 3.465)  0.505
H (0.974, -1.217, 2.620)  0.473
O (1.199, 2.022, -3.223)  -0.947
H (2.166, 2.032, -3.078)  0.478
H (0.867, 2.462, -2.435)  0.471
O (-1.053, 0.556, -2.637)  -0.977
H (-0.676, 1.049, -3.391)  0.494
H (-1.366, 1.206, -1.991)  0.491
O (1.359, 2.399, 1.291)  -0.982
H (1.386, 1.799, 0.496)  0.499
H (2.236, 2.797, 1.450)  0.485
O (1.541, -0.131, -1.611)  -0.988
H (0.615, -0.204, -1.850)  0.505
H (2.083, -0.533, -2.329)  0.471
O (-0.739, 0.823, 1.830)  -0.968
H (0.040, 0.264, 1.931)  0.465
H (-0.469, 1.729, 1.978)  0.496
O (1.134, -3.844, 0.362)  -0.923
H (0.768, -4.781, 0.525)  0.468
H (2.011, -4.098, 0.650)  0.455

Output
Lowest unoccupied orbital energy   0.25 eV
Energy above the lowest of the compared OMol25 structures with the same formula, charge and spin   320.4 kJ/mol
HOMO energy   -10.61 eV
M   162.1 g/mol
Total energy   -18718.815 eV
SMILES   O.O.O.O.O.O.O.O.O
HOMO-LUMO gap   10.8573 eV



Entry from OMol25: a structure of composition C36H32ClN3PSbV (ωB97M-V/def2-TZVPD).

Each line ends with the Mulliken charge.
Cartesian coordinates (Å):
V (-0.196, 1.248, -0.358)  -0.155
C (-2.822, 0.691, 1.940)  -1.344
C (-1.522, 1.165, 2.504)  1.048
C (-1.368, 1.292, 3.880)  -0.957
C (-0.186, 1.755, 4.412)  -0.761
C (0.844, 2.116, 3.548)  -0.954
C (0.652, 1.982, 2.189)  0.255
N (-0.506, 1.502, 1.676)  0.753
Sb (2.228, 2.868, 0.981)  1.106
C (0.800, 3.937, -0.240)  0.275
C (0.932, 5.307, -0.237)  -0.859
C (0.086, 6.070, -1.040)  -0.569
C (-0.810, 5.418, -1.854)  -0.889
C (-0.896, 4.027, -1.842)  1.033
C (-1.833, 3.351, -2.794)  -1.623
N (-0.129, 3.297, -1.002)  0.759
C (2.559, 1.314, -0.516)  0.178
C (3.873, 0.994, -0.782)  -0.819
C (4.160, 0.215, -1.904)  -0.747
C (3.136, -0.173, -2.742)  -0.825
C (1.823, 0.162, -2.431)  0.855
C (0.685, -0.146, -3.348)  -1.669
N (1.563, 0.858, -1.309)  0.848
H (-3.525, 0.496, 2.745)  0.506
H (-3.262, 1.446, 1.288)  0.280
H (-2.700, -0.237, 1.380)  0.086
H (-2.196, 1.025, 4.522)  0.518
H (-0.063, 1.850, 5.484)  0.491
H (1.776, 2.506, 3.936)  0.521
H (1.686, 5.787, 0.374)  0.508
H (0.153, 7.150, -1.043)  0.469
H (-1.451, 5.972, -2.527)  0.532
H (-1.948, 3.967, -3.683)  0.549
H (-1.460, 2.380, -3.114)  0.212
H (-2.829, 3.234, -2.360)  0.284
H (4.670, 1.358, -0.147)  0.542
H (5.184, -0.055, -2.130)  0.484
H (3.337, -0.733, -3.644)  0.598
H (0.932, -0.967, -4.016)  0.491
H (-0.220, -0.415, -2.800)  0.274
H (0.469, 0.732, -3.962)  0.347
Cl (-2.296, 0.681, -1.295)  -0.063
C (-2.685, -1.057, -1.100)  0.452
C (-3.903, -1.448, -1.614)  -0.810
C (-4.226, -2.796, -1.522)  -0.770
C (-3.337, -3.695, -0.946)  -0.856
C (-2.122, -3.256, -0.445)  -0.224
C (-1.770, -1.903, -0.498)  -0.389
P (-0.194, -1.290, 0.147)  1.990
C (1.061, -2.331, -0.661)  0.951
C (0.778, -2.960, -1.875)  -0.825
C (1.748, -3.718, -2.514)  -0.815
C (3.010, -3.852, -1.951)  -0.708
C (3.297, -3.232, -0.743)  -0.880
C (2.331, -2.475, -0.099)  -0.442
C (-0.155, -1.667, 1.921)  1.190
C (-1.187, -2.336, 2.578)  -0.731
C (-1.083, -2.612, 3.935)  -0.912
C (0.047, -2.231, 4.642)  -0.800
C (1.072, -1.549, 3.998)  -1.242
C (0.965, -1.256, 2.649)  -0.580
H (-4.577, -0.740, -2.077)  0.578
H (-5.173, -3.141, -1.916)  0.477
H (-3.592, -4.745, -0.892)  0.491
H (-1.428, -3.967, -0.013)  0.639
H (-0.206, -2.888, -2.321)  0.532
H (1.509, -4.221, -3.441)  0.514
H (3.760, -4.458, -2.442)  0.464
H (4.270, -3.358, -0.286)  0.523
H (2.572, -2.032, 0.856)  0.382
H (-2.077, -2.645, 2.048)  0.369
H (-1.885, -3.138, 4.435)  0.511
H (0.132, -2.467, 5.695)  0.459
H (1.955, -1.250, 4.548)  0.495
H (1.764, -0.705, 2.165)  0.398

Output
Expectation value of S²   2.022
Lowest unoccupied orbital energy (alpha / beta)   -10.08 / -9.47 eV
2S+1   3
Charge   +3
HOMO energy (alpha / beta)   -16.90 / -16.85 eV
M   745.8 g/mol
Total energy   -96335.031 eV
HOMO-LUMO gap (alpha / beta)   6.8177 / 7.3820 eV



Entry from OMol25: a cluster of 3 separate species, C3H4F3NS in total (ωB97M-V/def2-TZVPD).

Each line ends with the natural charge from an NBO analysis.
Cartesian coordinates (Å):
C (0.845, -0.680, -0.648)  -0.601
C (-0.370, -1.170, -0.575)  0.758
F (-1.496, -0.492, -0.279)  -0.325
F (-0.701, -2.420, -0.497)  -0.301
H (1.746, -1.276, -0.814)  0.237
H (0.795, 0.364, -0.865)  0.229
N (-1.797, 0.991, 2.901)  -0.662
C (-0.926, 1.634, 2.361)  0.199
S (0.033, 2.769, 1.979)  0.055
H (-1.937, 0.036, 2.569)  0.407
F (1.543, -0.064, -3.316)  -0.555
H (2.266, 0.309, -2.816)  0.559

Output
Lowest unoccupied orbital energy   0.40 eV
Energy above the lowest of the compared OMol25 structures with the same formula, charge and spin   151.8 kJ/mol
HOMO energy   -9.67 eV
M   143.1 g/mol
Total energy   -23651.952 eV
SMILES   C=C(F)F.N=C=S.F
HOMO-LUMO gap   10.0713 eV